<i>
The following is a quantum chemistry calculation of a cluster of 6 separate species, H12O6 in total, from the OMol25 dataset.

Atoms and positions in Å:
1 O 0.84 0.47 -3.11
2 H 0.37 -0.22 -2.63
3 H 0.16 1.08 -3.37
4 O -0.31 -1.55 -1.71
5 H 0.23 -2.27 -1.39
6 H -1.16 -1.96 -1.89
7 O 1.13 1.87 2.60
8 H 0.74 1.36 1.89
9 H 1.99 1.48 2.74
10 O 0.48 0.34 0.40
11 H 0.71 0.08 -0.50
12 H -0.28 -0.21 0.62
13 O 0.12 -1.02 3.60
14 H 0.95 -1.17 3.14
15 H 0.35 -0.42 4.31
16 O -2.14 1.10 -1.54
17 H -2.77 0.48 -1.91
18 H -1.40 0.56 -1.25

Computed properties:
Kohn-Sham gap (alpha / beta): 3.19 / 10.92 eV
LUMO (alpha / beta): 3.24 / 3.21 eV
Net charge: -1
Spin multiplicity: 2

<ii>
The following is a quantum chemistry calculation of a cluster of 6 separate species, H12O6 in total, from the OMol25 dataset.

Atoms and positions in Å:
1 O 1.73 -27.39 1.71
2 H 2.24 -27.22 2.50
3 H 2.35 -27.25 0.99
4 O 2.91 -21.81 0.87
5 H 2.36 -21.56 1.61
6 H 3.81 -21.66 1.19
7 O 1.47 -24.40 0.74
8 H 1.51 -23.53 0.36
9 H 0.63 -24.43 1.20
10 O -0.56 -25.99 2.50
11 H -0.03 -26.49 1.87
12 H 0.08 -25.61 3.10
13 O 3.90 -25.69 1.44
14 H 4.27 -26.30 0.80
15 H 3.13 -25.32 1.01
16 O 2.05 -20.83 -1.62
17 H 2.57 -21.05 -0.84
18 H 1.99 -19.88 -1.60

Computed properties:
Kohn-Sham gap (alpha / beta): 2.67 / 10.64 eV
LUMO (alpha / beta): 3.30 / 3.17 eV
Net charge: -1
Spin multiplicity: 2

Quick look at relative energies in hartree: <i> 0.0000; <ii> 0.0107.

<i>
The following is a quantum chemistry calculation of a cluster of 6 separate species, C6H24NO6 in total, from the OMol25 dataset.

Atoms and positions in Å:
1 O -0.26 2.59 -1.99
2 C 0.70 2.06 -1.44
3 C 0.41 0.69 -0.82
4 C 0.02 -0.25 -1.96
5 C 0.00 -1.78 -1.60
6 C 0.92 -2.51 -2.64
7 C 0.45 -2.08 -0.15
8 N -0.75 0.71 0.25
9 H 1.75 2.38 -1.52
10 H 1.27 0.41 -0.22
11 H -0.97 0.02 -2.34
12 H 0.67 0.02 -2.82
13 H -0.98 -2.29 -1.69
14 H 0.42 -2.39 -3.60
15 H 1.23 -3.56 -2.39
16 H 1.82 -1.86 -2.89
17 H 1.14 -3.02 -0.08
18 H -0.32 -1.92 0.54
19 H 1.29 -1.52 0.23
20 H -0.99 1.66 0.37
21 H -0.32 0.39 1.16
22 H -1.59 0.18 -0.18
23 H -2.73 -2.76 2.25
24 H -1.17 -2.80 2.01
25 O -1.95 -2.23 2.24
26 H 3.46 0.89 0.43
27 H 4.12 -0.07 1.52
28 O 3.35 0.37 1.26
29 H 0.52 3.41 2.87
30 H -0.47 2.35 3.55
31 O -0.13 2.68 2.68
32 H 1.49 0.76 2.58
33 H 1.65 -0.68 2.01
34 O 1.06 0.07 2.07
35 H -4.34 -0.15 -0.81
36 H -4.10 0.04 0.68
37 O -3.62 0.07 -0.21

Computed properties:
Kohn-Sham gap: 10.69 eV
LUMO: -2.93 eV
Net charge: +1

<ii>
The following is a quantum chemistry calculation of a cluster of 6 separate species, C6H24NO6 in total, from the OMol25 dataset.

Atoms and positions in Å:
1 C -0.70 -0.89 0.38
2 O -0.19 -2.03 1.12
3 C 0.08 0.40 0.64
4 C -0.14 1.71 -0.23
5 C -0.31 1.43 -1.74
6 C 0.17 2.26 -2.66
7 C 0.09 2.14 -4.17
8 N 1.56 0.00 0.59
9 H -1.76 -0.74 0.71
10 H -0.59 -1.25 -0.64
11 H -0.58 -1.93 2.03
12 H -0.11 0.67 1.69
13 H -0.95 2.28 0.25
14 H 0.73 2.33 -0.29
15 H -1.06 0.64 -1.98
16 H 0.74 3.16 -2.19
17 H 0.91 2.71 -4.57
18 H 0.20 1.10 -4.40
19 H -0.89 2.56 -4.43
20 H 1.82 -0.35 1.57
21 H 2.06 0.88 0.64
22 H 1.92 -0.61 -0.15
23 H 1.52 1.04 4.23
24 H 0.78 -0.26 3.71
25 O 1.14 0.61 3.46
26 H -2.87 -2.50 3.85
27 H -3.09 -0.90 3.86
28 O -2.48 -1.62 3.72
29 H 2.73 -3.20 -0.52
30 H 1.67 -3.40 0.51
31 O 2.26 -2.71 0.17
32 H 2.12 -0.35 -2.99
33 H 2.37 0.84 -2.15
34 O 2.46 -0.12 -2.12
35 H -4.54 -0.21 -1.19
36 H -4.07 1.06 -0.78
37 O -3.86 0.13 -0.58

Computed properties:
Kohn-Sham gap: 10.13 eV
LUMO: -2.44 eV
Net charge: +1

Quick look at relative energies in hartree: <i> 0.0239; <ii> 0.0000.

<i>
The following is a quantum chemistry calculation of the molecule C2H3N3S2, from the OMol25 dataset.

Atoms and positions in Å:
1 S -3.07 -0.58 -0.27
2 C -1.53 -0.02 -0.15
3 N -1.09 1.32 -0.19
4 C 0.20 1.23 -0.11
5 N 0.67 -0.01 0.12
6 S 2.19 -0.58 -0.40
7 N -0.46 -0.85 0.02
8 H 0.94 2.06 -0.29
9 H 2.59 -0.81 0.85
10 H -0.42 -1.75 0.41

Computed properties:
Kohn-Sham gap: 8.20 eV
LUMO: -0.04 eV
SMILES: S=c1ncn(S)[nH]1

<ii>
The following is a quantum chemistry calculation of a cluster of 2 separate species, C2H3N3S2 in total, from the OMol25 dataset.

Atoms and positions in Å:
1 C -1.13 -1.96 -0.16
2 C 2.31 0.16 -0.09
3 N -0.93 -0.85 0.22
4 N -0.37 0.21 0.38
5 N -1.03 1.42 0.17
6 S 2.41 1.71 -0.11
7 S 2.39 -1.39 -0.10
8 H -1.62 -2.80 0.29
9 H -1.73 1.38 -0.56
10 H -0.32 2.12 -0.04

Computed properties:
Kohn-Sham gap: 8.08 eV
LUMO: 0.11 eV

Quick look at relative energies in hartree: <i> 0.0000; <ii> 0.0983.

<i>
The following is a quantum chemistry calculation of a structure of composition C2H6O4S6SbTc, from the OMol25 dataset.

Atoms and positions in Å:
1 Tc -0.24 -0.92 -0.08
2 S -3.31 1.58 2.84
3 Sb -1.11 1.47 2.48
4 S -0.61 -1.17 2.04
5 S -0.96 1.05 -0.49
6 S 1.02 2.17 2.60
7 C 2.73 1.03 -1.44
8 C 2.75 0.08 -0.26
9 O 1.77 -1.02 -0.43
10 H 3.49 1.79 -1.28
11 H 1.77 1.54 -1.54
12 H 2.96 0.52 -2.37
13 H 2.48 0.58 0.67
14 H 3.73 -0.38 -0.15
15 H 2.09 -1.63 -1.12
16 O -5.11 -2.08 0.57
17 S -4.35 -1.08 -0.07
18 O -4.67 -0.49 -1.31
19 O -3.11 -0.65 0.55
20 S -1.30 -2.38 -1.22

Computed properties:
Kohn-Sham gap (alpha / beta): 5.47 / 5.47 eV
LUMO (alpha / beta): -11.31 / -11.31 eV
Net charge: +2

<ii>
The following is a quantum chemistry calculation of a structure of composition C2H6O4S6SbTc, from the OMol25 dataset.

Atoms and positions in Å:
1 Tc 0.31 -0.61 0.26
2 S 2.62 -3.44 -0.11
3 Sb 2.78 -2.14 -2.31
4 S -0.74 -1.59 -1.52
5 S 2.11 -0.08 -1.10
6 S 0.33 -2.73 -2.74
7 C -3.36 0.68 0.24
8 C -2.24 1.21 -0.63
9 O -0.97 1.06 0.03
10 H -4.28 0.66 -0.33
11 H -3.52 1.31 1.10
12 H -3.13 -0.33 0.57
13 H -2.38 2.27 -0.86
14 H -2.17 0.66 -1.57
15 H -0.98 1.65 0.80
16 O 0.24 -1.13 4.68
17 S 0.02 0.01 3.90
18 O 0.10 -0.14 2.45
19 O -0.33 1.29 4.35
20 S 1.47 -2.39 1.12

Computed properties:
Kohn-Sham gap (alpha / beta): 5.79 / 5.79 eV
LUMO (alpha / beta): -10.04 / -10.05 eV
Net charge: +2

Quick look at relative energies in hartree: <i> 0.1278; <ii> 0.0000.

<i>
The following is a quantum chemistry calculation of the ion C4H10NO2 with charge -1, from the OMol25 dataset.

Atoms and positions in Å:
1 C 0.29 -1.54 0.70
2 C -0.17 -0.12 1.01
3 O -1.52 -0.16 1.30
4 C 0.30 0.91 -0.15
5 N 1.67 0.68 -0.48
6 C -0.83 0.86 -1.17
7 O -2.07 1.18 -0.67
8 H 0.04 -2.26 1.51
9 H 1.35 -1.80 0.49
10 H -0.03 -1.89 -0.30
11 H 0.34 0.15 1.96
12 H 0.13 1.88 0.34
13 H 2.29 0.36 0.24
14 H 1.87 0.13 -1.30
15 H -0.94 -0.20 -1.53
16 H -0.65 1.34 -2.16
17 H -2.08 0.48 0.21

Computed properties:
Kohn-Sham gap: 7.42 eV
LUMO: 4.22 eV
Net charge: -1
SMILES: C[C@H]([O-])[C@@H](N)CO

<ii>
The following is a quantum chemistry calculation of the ion C4H10NO2 with charge -1, from the OMol25 dataset.

Atoms and positions in Å:
1 C -0.97 -1.11 -1.48
2 C -0.03 -1.69 -0.46
3 C 0.80 -0.52 0.13
4 O 1.46 0.21 -0.71
5 O -0.37 0.04 1.20
6 C -0.08 1.41 1.50
7 N 0.11 2.16 0.27
8 H -1.69 -0.50 -0.93
9 H -1.52 -1.92 -2.00
10 H -0.36 -0.59 -2.23
11 H -0.61 -2.08 0.40
12 H 0.66 -2.42 -0.91
13 H 1.48 -0.91 0.95
14 H 0.83 1.44 2.14
15 H -0.91 1.81 2.09
16 H 0.53 3.10 0.45
17 H 0.66 1.57 -0.41

Computed properties:
Kohn-Sham gap: 7.88 eV
LUMO: 4.40 eV
Net charge: -1
SMILES: CC[C@@H]([O-])OCN

Quick look at relative energies in hartree: <i> 0.0053; <ii> 0.0000.

<i>
The following is a quantum chemistry calculation of a cluster of 5 separate species, C3H17N2O3 in total, from the OMol25 dataset.

Atoms and positions in Å:
1 N -1.74 1.07 0.08
2 C -1.84 0.61 -1.24
3 C -2.97 -0.39 -1.54
4 N 1.92 1.11 1.35
5 C 2.66 0.32 2.26
6 H -3.80 -0.25 -0.84
7 H -2.32 1.84 0.40
8 H -1.07 0.66 0.74
9 H -0.88 0.21 -1.56
10 H -1.90 1.46 -1.97
11 H -2.67 -1.42 -1.30
12 H -3.23 -0.28 -2.59
13 H 2.08 0.97 0.35
14 H 3.38 -0.32 1.73
15 H 3.10 0.89 3.08
16 H 2.04 -0.45 2.77
17 H 0.98 -0.61 -1.19
18 H 0.38 -2.47 -1.24
19 O -0.02 -1.61 -1.08
20 H -0.10 -1.22 0.49
21 H -0.43 -1.25 2.05
22 O -0.04 -0.74 1.34
23 H 2.46 -0.24 -1.83
24 H 1.88 2.11 1.54
25 O 1.68 0.10 -1.37

Computed properties:
Kohn-Sham gap: 3.70 eV
LUMO: -9.40 eV
Net charge: +1

<ii>
The following is a quantum chemistry calculation of a cluster of 4 separate species, C3H17N2O3 in total, from the OMol25 dataset.

Atoms and positions in Å:
1 N -1.80 1.52 0.57
2 C -1.90 0.06 0.26
3 C -0.83 -0.31 -0.89
4 N 0.02 0.84 -1.16
5 C 1.35 0.73 -0.56
6 H -0.86 1.82 0.22
7 H -2.40 2.14 0.01
8 H -1.93 1.61 1.57
9 H -1.71 -0.47 1.19
10 H -2.91 -0.16 -0.07
11 H -0.26 -1.10 -0.42
12 H -1.42 -0.57 -1.76
13 H 0.07 1.05 -2.13
14 H 1.23 0.49 0.49
15 H 1.88 1.68 -0.63
16 H 2.02 0.01 -1.05
17 H 3.42 -2.21 2.60
18 H 2.23 -3.06 3.13
19 O 2.47 -2.34 2.55
20 H -1.26 -0.25 -5.01
21 H -0.20 -0.62 -3.95
22 O -1.11 -0.36 -4.07
23 H 1.50 0.37 3.57
24 H 1.45 -0.85 2.64
25 O 0.95 -0.04 2.90

Computed properties:
Kohn-Sham gap: 10.40 eV
LUMO: -2.77 eV
Net charge: +1

Quick look at relative energies in hartree: <i> 0.2736; <ii> 0.0000.